Density functional theory data (the ωB97M-V functional and the def2-TZVPD basis) for the molecule C6H9N.

The gap between HOMO and LUMO comes out at 9.72 eV. As for the SMILES: C[C@]12C[C@H]1[C@H]1N[C@H]12. The strongest force on any atom comes out at 0.9 eV/Å. The value obtained for the molar mass is 95.14 g/mol. Its HOMO energy is -8.5889 eV.

Positions of all 16 atoms, in Å:
N 0.7904 -1.4631 1.3912
H -1.0564 2.3726 0.5077
C 1.2359 0.4809 -0.6829
C -0.2670 -0.5460 1.1330
H 1.7717 -1.2919 1.5375
H -0.4054 -2.6236 0.0213
C 0.0595 -1.6569 0.1823
H 1.3468 1.1828 -1.5100
H -2.1614 1.0774 0.0236
H -1.2287 1.9419 -1.2047
C -0.1073 0.4999 -0.0258
H -1.0482 -0.4315 1.8784
C -1.1858 1.5343 -0.1880
H 2.1593 0.3056 -0.1333
C 0.2535 -0.6181 -0.9677
H -0.1569 -0.7642 -1.9626

Atomic forces in eV per Å
N 0.00 -0.26 0.31
H 0.01 -0.12 -0.08
C 0.17 0.05 0.10
C -0.20 0.16 0.23
H 0.16 0.58 -0.65
H -0.11 0.18 0.02
C -0.07 -0.27 -0.15
H -0.01 -0.11 0.23
H 0.12 0.10 -0.05
H 0.11 -0.10 0.15
C -0.05 0.12 0.02
H -0.04 -0.13 -0.16
C 0.00 0.01 0.00
H -0.17 -0.04 0.01
C -0.03 -0.11 -0.16
H 0.10 -0.06 0.18

Here are the natural (NBO) charges for atoms 1 to 8, given in e:
1. N -0.606
2. H 0.212
3. C -0.412
4. C -0.055
5. H 0.369
6. H 0.205
7. C -0.058
8. H 0.225

---

Density functional theory data (the ωB97M-V functional and the def2-TZVPD basis) for a cluster of 2 separate species, C4H11N3O2 in total at a distorted geometry.

The gap between HOMO and LUMO comes out at 9.91 eV. As for the SMILES: [H]/N=C(/N)NC.CC(=O)O. The strongest force on any atom comes out at 5.4 eV/Å. The value obtained for the molar mass is 133.15 g/mol. Its HOMO energy is -9.3883 eV.

Positions of all 20 atoms, in Å:
C 1.5710 -0.7080 -0.1218
H -3.9419 1.0085 0.0374
N 2.2827 -0.6007 -1.4150
N 2.3621 -1.3616 0.8596
C -2.5115 1.7787 -1.2729
H 2.2956 -2.1790 2.8610
H -3.4336 -0.1556 -1.2567
H 1.1241 -0.9192 2.5319
N 0.2751 -0.4950 -0.1563
H -1.1512 1.6250 0.0540
H 3.3983 -1.4067 0.6143
H 2.8427 -0.4287 2.7957
C 2.2372 -1.1722 2.2979
O -2.1126 2.3060 -2.3030
H -0.2942 -0.9711 0.5434
H -4.5662 1.2665 -1.7077
H 2.0779 0.2863 -1.8314
H 3.2799 -0.6445 -1.3859
C -3.7491 0.8736 -1.0746
O -1.9863 1.8975 -0.0697

Atomic forces in eV per Å
C -0.74 -1.37 -1.32
H -0.36 -0.46 -1.57
N -1.20 0.38 2.05
N 2.06 0.84 -0.68
C -0.91 -0.34 -2.56
H 0.46 1.47 -0.99
H -0.30 0.10 -0.21
H 1.86 -0.06 -0.52
N 2.29 -0.09 0.01
H 5.29 -1.26 0.16
H -2.18 0.08 0.10
H 0.43 0.23 -0.32
C -3.76 -1.84 1.25
O -0.55 -1.05 2.01
H 0.68 0.40 0.42
H 0.28 -0.77 0.30
H -0.68 0.30 -0.48
H 0.65 -0.20 0.55
C 0.17 1.74 0.68
O -3.48 1.90 1.13

Here are the natural (NBO) charges for atoms 1 to 8, given in e:
1. C 0.604
2. H 0.233
3. N -0.822
4. N -0.637
5. C 0.810
6. H 0.205
7. H 0.241
8. H 0.209

---

Density functional theory data (the ωB97M-V functional and the def2-TZVPD basis) for a cluster of 13 separate species, H26O13 in total at a distorted geometry.

The gap between HOMO and LUMO comes out at 9.85 eV. The strongest force on any atom comes out at 3.7 eV/Å. The value obtained for the molar mass is 234.20 g/mol. Its HOMO energy is -10.3882 eV.

Positions of all 39 atoms, in Å:
H -0.5059 -0.4248 -4.4999
H -4.7861 0.0502 1.5814
H -1.7063 -1.4789 2.0709
O 2.0021 -0.1803 -3.0526
O -1.4893 -2.3948 2.2400
H 2.1286 1.7981 -0.4781
H -2.1992 1.1132 2.0591
H -1.3922 3.0392 -1.1655
O -1.7198 0.2570 2.1635
H -0.9450 0.5028 2.6600
H -0.9019 0.2500 0.4966
H 3.4734 -0.0766 0.3799
O 3.8834 -0.3679 1.1658
O -1.0741 2.3445 -1.7780
O -3.2672 -0.4721 -0.9137
H -2.0160 -2.9055 1.6418
H 2.1853 0.4483 -3.7403
H 0.1136 -0.0136 -3.1544
H 3.4170 -3.0138 -0.2769
O -0.1335 2.8877 1.7617
H 2.1169 0.3214 -2.2359
H -3.3795 -0.4751 1.7991
H 3.3510 1.2503 -0.9200
H -2.6846 -0.8632 -1.5766
O 2.4966 0.9531 -0.6785
H -3.5265 0.3321 -1.3935
O 2.8991 -2.4525 -0.8134
O -0.7477 -0.0364 -3.6331
H 2.3144 -2.0749 -0.1862
H 4.1032 0.4551 1.5600
H -0.4868 3.4142 2.4814
H 1.4107 -2.6246 1.5453
H 0.5406 0.3216 0.0662
O -4.2788 -0.5338 2.1274
H 0.4131 2.1880 2.0784
H 0.3707 -1.8297 0.8157
O -0.3341 0.3872 -0.2325
H -0.8405 1.6737 -1.1503
O 1.1956 -1.7695 1.1848

Atomic forces in eV per Å
H -0.24 0.29 0.84
H -0.47 0.31 -0.61
H -0.21 0.11 0.05
O -0.12 -0.34 0.07
O 0.76 -0.31 0.36
H -1.31 1.07 0.40
H 0.37 -0.88 0.08
H 0.23 -0.24 -0.76
O -0.49 1.64 -0.29
H 0.50 -0.12 0.47
H -1.12 -0.32 1.39
H -1.00 -0.23 -1.29
O 0.86 -1.22 1.08
O -0.81 2.04 0.02
O -0.06 0.49 -0.46
H -0.60 -0.44 -0.45
H 0.12 0.40 -0.64
H -0.62 -0.16 -0.46
H 1.19 -1.01 0.70
O -0.84 0.68 -0.98
H -0.04 -0.21 0.13
H -0.29 -0.19 -0.15
H 1.92 -0.02 -0.73
H 0.26 -0.20 0.10
O -0.69 -0.14 0.07
H 0.01 -0.14 0.34
O 0.33 0.08 -2.00
O 0.53 -0.39 -0.47
H -1.21 0.89 0.97
H 0.54 0.98 1.00
H 0.31 -0.13 0.33
H -0.16 -0.39 0.37
H 1.98 -0.38 0.68
O 0.03 -0.33 0.68
H 0.61 -0.45 0.73
H -3.45 -0.58 -1.25
O -0.51 0.01 -1.95
H 0.45 -1.23 0.42
O 3.22 1.08 1.21

Here are the natural (NBO) charges for atoms 1 to 8, given in e:
1. H 0.460
2. H 0.463
3. H 0.474
4. O -0.951
5. O -0.961
6. H 0.493
7. H 0.512
8. H 0.448

---

Density functional theory data (the ωB97M-V functional and the def2-TZVPD basis) for a structure of composition C2HO4Y at a distorted geometry.

The net charge is +2. The gap between HOMO and LUMO (alpha / beta) comes out at 4.74 / 8.87 eV. The strongest force on any atom comes out at 1.6 eV/Å. The value obtained for the molar mass is 177.93 g/mol. Its HOMO energy (alpha / beta) is -15.5004 / -18.3389 eV.

Positions of all 8 atoms, in Å:
Y 0.2962 -2.3284 3.0472
O -0.7653 -1.6306 1.2254
O 1.3198 2.3505 -1.4539
O -0.4709 -0.2566 0.9592
O -0.0475 2.0046 -1.5683
H 0.1913 -1.0061 -0.8762
C -0.3930 0.9843 -1.0117
C -0.1306 -0.1176 -0.3217

Atomic forces in eV per Å
Y -0.78 0.34 -0.93
O 0.94 -0.58 1.03
O 0.16 0.13 0.28
O 0.44 0.40 -0.76
O -0.27 0.31 -0.71
H -0.24 0.15 -0.07
C 0.25 0.28 0.07
C -0.50 -1.03 1.08

Quick look at the natural (NBO) charges, all values in e:
1. Y 1.831
2. O -0.661
3. O 0.175
4. O -0.220
5. O -0.096
6. H 0.293
7. C 0.565
8. C 0.112

---

Density functional theory data (the ωB97M-V functional and the def2-TZVPD basis) for a structure of composition C19H30N3O6OsPSi2 at a distorted geometry.

The net charge is +2. The gap between HOMO and LUMO (alpha / beta) comes out at 7.11 / 7.11 eV. The strongest force on any atom comes out at 1.1 eV/Å. The value obtained for the molar mass is 673.84 g/mol. Its HOMO energy (alpha / beta) is -13.7541 / -13.7543 eV.

Positions of all 62 atoms, in Å:
C 2.2372 0.4740 2.9106
C -2.7076 -0.6890 -3.8364
O 1.4415 1.6942 1.1073
N 3.2983 2.6082 -0.8860
O -1.4344 -0.5953 2.5830
N 1.0497 -0.1126 2.7969
C -3.1146 1.4237 1.4827
O -1.5244 -1.8438 4.4286
H 0.9427 -2.8931 -0.7675
H 3.4210 2.6435 0.1602
C 2.4780 1.4918 1.8270
C -2.0963 0.5297 -1.3815
H 0.3157 0.5245 -3.2635
H 3.9289 3.2718 -1.3391
H -2.9198 2.1846 2.2385
H -4.0331 1.7042 0.9619
H 0.8230 -0.2696 -4.6689
H 4.2357 0.7133 -0.7498
C 3.0841 0.1312 3.9522
C 3.5138 1.2213 -1.3899
H -3.5591 -1.8646 0.7142
H -3.2993 0.4845 1.9749
H -3.3384 1.2589 -4.4665
Si -1.7085 1.4068 0.2546
H 1.8546 -1.7923 -2.6375
C -1.1757 3.1517 -0.0768
H -0.4131 -3.6537 -1.6226
H 2.3193 2.8883 -1.0561
H 3.3003 -1.0768 5.7094
C 1.3657 -1.3290 4.8244
C -2.7461 -2.5884 0.7065
O 0.8780 1.3887 -1.7482
H -0.1088 -1.0469 -3.5276
O 3.5767 2.0275 1.7025
H -2.0625 3.7441 -0.3103
H -2.9733 -1.1638 -4.7707
C -2.1758 -1.4365 -2.7940
C -0.8811 -1.1476 3.5446
H 0.9770 -1.9842 5.5890
H -2.4813 -1.8685 4.2331
C 0.5759 -0.9443 3.7549
H -2.0344 -2.5020 -2.9390
Os 0.0306 -0.0861 1.0497
H -3.0647 -3.4433 0.1095
C -2.6097 1.2714 -2.4503
H -2.7872 2.3312 -2.3403
C -1.8526 -0.8449 -1.5651
H -2.5951 -2.9426 1.7256
P 1.9014 0.3489 -1.4203
H -0.4888 3.2130 -0.9136
H 3.9146 1.2742 -2.4012
Si -1.2315 -1.8561 -0.1069
C 2.6517 -0.7984 4.8912
C 1.8985 -0.7410 -2.9161
H -0.7142 3.6014 0.8003
N 0.6590 -0.3734 -3.6651
H 4.0500 0.6075 4.0194
C -0.0857 -3.2323 -0.6698
H -0.0920 -4.0564 0.0432
H 2.7498 -0.5805 -3.5734
O 1.7535 -0.5280 -0.1783
C -2.9169 0.6712 -3.6640

Atomic forces in eV per Å
C 0.17 -0.15 -0.05
C 0.02 -0.06 0.00
O 0.09 0.18 0.15
N -0.27 0.32 -0.30
O 0.71 0.00 0.06
N -0.87 -0.37 0.34
C -0.15 0.27 -0.41
O -0.19 -0.20 0.25
H 0.09 0.02 -0.02
H 0.27 -0.21 0.26
C -0.52 -0.21 0.16
C 0.12 -0.04 -0.06
H -0.01 0.14 0.04
H -0.08 -0.04 0.12
H 0.02 0.02 0.06
H -0.03 0.10 -0.02
H -0.07 -0.03 0.15
H -0.01 0.09 -0.01
C -0.17 -0.08 0.10
C 0.22 -0.17 0.10
H -0.08 0.06 0.03
H -0.09 -0.27 0.07
H -0.02 0.05 -0.05
Si 0.03 0.23 0.48
H 0.04 0.03 -0.03
C -0.08 0.04 0.00
H 0.00 -0.06 -0.06
H 0.13 -0.06 -0.13
H 0.03 -0.01 0.02
C -0.25 0.22 -0.29
C 0.04 0.05 0.04
O 0.13 0.01 -0.17
H 0.01 0.10 0.02
O 0.16 0.13 -0.16
H -0.07 0.07 -0.01
H -0.03 -0.05 -0.04
C 0.07 -0.08 0.03
C 0.14 0.27 -0.24
H -0.02 -0.05 0.02
H 0.18 0.01 0.02
C -0.02 0.37 -0.10
H -0.01 -0.08 0.02
Os 0.84 -0.72 -0.17
H -0.09 -0.07 -0.04
C 0.01 -0.04 -0.01
H -0.01 0.14 0.02
C -0.04 0.05 -0.07
H 0.09 -0.07 0.01
P 0.00 0.21 0.14
H 0.08 0.00 -0.07
H 0.00 0.02 0.01
Si 0.15 -0.34 0.37
C 0.13 0.11 0.01
C 0.02 -0.19 0.02
H 0.04 -0.01 0.08
N -0.16 -0.12 -0.40
H 0.08 0.03 0.00
C -0.13 -0.04 -0.10
H 0.01 -0.03 0.08
H 0.08 0.00 0.10
O -0.73 0.40 -0.46
C 0.01 0.11 0.06

Here are the natural (NBO) charges for atoms 1 to 8, given in e:
1. C 0.120
2. C -0.231
3. O -0.736
4. N -0.704
5. O -0.547
6. N -0.374
7. C -1.148
8. O -0.599

---

Density functional theory data (the ωB97M-V functional and the def2-TZVPD basis) for the ion C5H7O4P with charge -2 at a distorted geometry.

The net charge is -2. The gap between HOMO and LUMO (alpha / beta) comes out at 2.80 / 4.31 eV. The strongest force on any atom comes out at 8.1 eV/Å. The value obtained for the molar mass is 162.08 g/mol. Its multiplicity is 3. Its HOMO energy (alpha / beta) is 2.3860 / 0.7493 eV.

Positions of all 17 atoms, in Å:
H -0.7452 1.3431 1.7381
O 1.2404 0.2264 -4.2604
C -0.0715 -0.2300 -2.0244
H 1.6668 -0.1945 2.2031
H -1.1403 -0.0339 3.6357
C 0.8948 0.3901 2.5854
O -0.1447 0.2328 -0.8458
C -0.3280 -0.4008 2.9164
H -0.3317 -1.4277 2.8514
P -0.2282 0.4508 -3.9261
H 0.2901 -1.2768 -2.1862
O -0.7705 1.8681 -3.9842
H 0.2146 -1.4443 0.3660
C -0.1306 -0.3642 0.3332
C -0.3521 0.3700 1.6386
H 1.0711 1.1584 3.4159
O -1.1350 -0.6674 -4.4567

Atomic forces in eV per Å
H -1.22 0.70 -0.76
O 0.14 0.45 -0.24
C 0.15 -3.41 -7.30
H 1.56 -0.60 -0.22
H 1.66 -0.40 -0.66
C -1.41 1.05 2.40
O -0.35 4.51 6.18
C -2.29 1.89 0.60
H 0.11 -2.21 -0.26
P -0.12 -1.19 1.03
H -0.07 0.41 0.81
O 0.14 -0.20 0.25
H -0.41 1.22 0.02
C -0.28 -1.57 0.83
C 2.11 -0.69 -0.93
H 0.19 -0.57 -1.83
O 0.09 0.62 0.09

Here are the natural (NBO) charges for atoms 1 to 8, given in e:
1. H 0.220
2. O -1.245
3. C -0.300
4. H 0.208
5. H 0.189
6. C -0.454
7. O -0.521
8. C -0.423